[1]
ORCA calculation (ωB97M-V/def2-TZVPD) on a cluster of 5 separate species, C20H55N5O5 in total in a non-equilibrium geometry.

## Properties
- Structure (SMILES): COC[C@H](C)N.COC[C@H](C)N.COC[C@H](C)N.COC[C@H](C)N.COC[C@H](C)N
- ΔE to the lowest compared entry with this formula, charge and spin: 80.1 kcal per mole
- Maximum force: 2.72 eV/A

Structure (ORCA input):
```
! RIJCOSX wB97M-V def2-TZVPD def2/J DEFGRID3
* xyz 0 1
C -9.06269 -4.05670 3.90195
O -8.31159 -3.07859 3.27315
C -7.42721 -3.41350 2.23277
C -6.41179 -2.32250 1.87819
C -6.97620 -1.12008 1.14756
N -5.28009 -2.92915 1.11106
H -9.70198 -4.62485 3.22621
H -9.74312 -3.62175 4.63401
H -8.44140 -4.78456 4.42380
H -6.79172 -4.24640 2.53365
H -8.05938 -3.75128 1.41158
H -5.96908 -1.97247 2.81071
H -7.12427 -1.35065 0.09257
H -6.38891 -0.20870 1.25966
H -7.89806 -0.80213 1.63459
H -5.66763 -3.58776 0.45065
H -4.71412 -3.53668 1.68612
C 0.20656 3.61849 -3.87963
O 1.30842 2.97417 -3.28078
C 1.49208 3.21294 -1.88840
C 0.42690 2.49017 -0.91486
C 0.52591 3.19779 0.52262
N 0.63504 1.04689 -0.78147
H 0.17557 3.28493 -4.91688
H 0.47542 4.65897 -3.69741
H -0.74545 3.32395 -3.43802
H 2.49651 2.82125 -1.72784
H 1.49527 4.27422 -1.63983
H -0.59926 2.60895 -1.26267
H 0.43483 4.27114 0.35607
H 1.43130 2.93829 1.07127
H -0.36537 3.13233 1.14666
H -0.29003 0.65765 -0.66817
H 0.87303 0.67224 -1.68872
C 0.68931 -4.04076 8.32756
O 1.05235 -5.07647 7.45901
C 0.61614 -4.96249 6.12532
C 1.07228 -6.15533 5.24219
C 2.56638 -6.36573 5.37299
N 0.67311 -5.94972 3.77986
H 0.94494 -4.37062 9.33451
H -0.39310 -3.91276 8.33829
H 1.08772 -3.03347 8.20614
H -0.46313 -4.81304 6.15586
H 1.14801 -4.04334 5.87964
H 0.40297 -6.96732 5.52646
H 2.82862 -7.24328 4.78203
H 2.55375 -6.63669 6.42870
H 3.17299 -5.48370 5.16775
H 1.17927 -5.19783 3.33427
H 1.08759 -6.70444 3.25195
C -6.55520 0.49250 -11.98472
O -5.86432 1.42279 -12.86407
C -4.52871 0.98325 -13.15729
C -3.75347 2.10998 -13.88443
C -3.10233 3.11443 -12.85238
N -4.62075 3.03608 -14.66861
H -7.61567 0.72221 -11.88107
H -6.26695 0.73796 -10.96259
H -6.38264 -0.54165 -12.28279
H -4.01084 0.55138 -12.30090
H -4.53372 0.06983 -13.75205
H -2.89353 1.73860 -14.44182
H -2.52650 2.59726 -12.08488
H -3.92692 3.65365 -12.38616
H -2.52890 3.93134 -13.29049
H -5.21572 3.43632 -13.95734
H -5.29313 2.54828 -15.24312
C 7.67266 2.56783 6.71446
O 8.90946 2.95730 6.12335
C 9.86990 3.66936 6.89768
C 11.03844 4.08971 6.02240
C 12.05887 3.03181 5.61472
N 11.76584 5.16066 6.58843
H 7.07514 3.47147 6.83480
H 7.78400 2.05451 7.66956
H 7.02650 1.87547 6.17481
H 9.36136 4.49828 7.39001
H 10.16487 3.07057 7.75940
H 10.48900 4.40001 5.13364
H 12.87960 3.47434 5.05021
H 11.56346 2.19318 5.12548
H 12.50303 2.64145 6.53038
H 10.98602 5.77089 6.78745
H 12.24444 5.64927 5.84525
*
```

=====

[2]
ORCA calculation (ωB97M-V/def2-TZVPD) on the molecule CH5PS2 in a non-equilibrium geometry.

## Properties
- Structure (SMILES): PC(S)S
- ΔE to the lowest compared entry with this formula, charge and spin: 51.4 kcal per mole
- Maximum force: 3.72 eV/A

Structure (ORCA input):
```
! RIJCOSX wB97M-V def2-TZVPD def2/J DEFGRID3
* xyz 0 1
P -0.28175 -1.68736 -0.28204
C 0.06489 0.10539 0.29526
S 0.64932 0.13742 2.03817
S 0.92422 1.38973 -0.78651
H -1.18424 -1.40128 -1.22747
H 0.85378 -1.85212 -1.22602
H -0.90894 0.44736 0.32796
H -0.00617 1.27842 2.30336
H -0.11110 1.58245 -1.44271
*
```

=====

Number 1: frontier orbital gap 0.378 Eh. Number 2: frontier orbital gap 0.353 Eh.